The following is a DFT calculation (ωB97M-V with the def2-TZVPD basis set) of a single C4H9NO molecule at a distorted geometry.

Computed properties:
Kohn-Sham gap = 10.1 eV
Structure (SMILES) = CC/C(O)=N/C
Net charge = 0
Relative energy (zero: lowest compared OMol25 entry of this formula, charge and spin) = 40.3 kcal per mole
Electronic energy = -287.7682 Ha

```
15
Properties=species:S:1:pos:R:3:forces:R:3
C -1.1945 0.1552 0.8194 0.80 -1.58 -0.03
C 2.2077 -0.4342 -0.4736 -0.02 0.23 0.16
C -2.1365 -0.4700 -0.2095 -0.06 0.13 0.11
C 0.1283 0.4736 0.2126 1.30 -0.78 1.95
O 0.4906 1.7784 0.2026 -0.18 0.26 -0.99
N 0.9055 -0.5335 0.1551 0.04 0.22 -1.66
H 1.4066 1.8717 -0.0963 -0.10 -0.09 0.04
H -1.6207 1.0573 1.2587 -0.01 -0.44 0.60
H -0.7462 -0.7314 1.4502 -1.94 2.00 -0.17
H 2.1764 0.0752 -1.4457 -0.01 0.00 0.05
H 2.9239 0.0977 0.1646 0.14 -0.10 -0.02
H 2.5647 -1.4477 -0.6502 0.19 0.13 0.05
H -2.3713 0.2322 -1.0087 -0.09 0.04 -0.05
H -1.6698 -1.3495 -0.6484 0.01 -0.01 -0.02
H -3.0647 -0.7747 0.2693 -0.09 -0.01 -0.03
```
Forces are in eV/Å.

=====

The following is a DFT calculation (ωB97M-V with the def2-TZVPD basis set) of a molecular structure, C12H17Cl2F3O4Pb at a distorted geometry.

Computed properties:
Kohn-Sham gap (spin up / spin down) = 6.1 / 5.4 eV
Net charge = -2
Electronic energy = -2181.2687 Ha

```
39
Properties=species:S:1:pos:R:3:forces:R:3
C 0.1920 -1.5112 -1.8666 -1.85 0.69 -0.04
C 1.0470 -0.3787 -2.0483 -0.77 -0.71 0.42
C 0.2562 0.8082 -1.9439 -2.78 -0.93 -0.29
C 2.5019 -0.4307 -2.1822 1.13 0.42 0.16
C -1.0931 0.4119 -1.8225 1.95 1.10 -0.66
C -1.1389 -1.0356 -1.7831 1.84 -1.22 0.20
C -2.3551 -1.8407 -1.4611 -0.13 -0.02 0.34
C 0.5771 -2.9261 -1.6485 -0.10 -0.25 -0.22
C 0.6987 2.1966 -2.0153 0.65 0.32 -0.01
C -2.2772 1.3144 -1.7965 -0.47 0.44 0.05
Pb 0.2117 -0.3895 1.9011 0.91 -0.89 -1.72
Cl 2.4455 1.3893 0.6857 0.43 0.73 -0.40
Cl 2.2344 -1.6671 1.1145 0.68 -1.30 -0.01
O -1.1698 0.9243 0.9939 -1.57 0.83 1.12
H 2.9566 -1.4085 -1.9413 -0.43 0.37 -0.01
H 2.8619 0.3198 -1.4388 0.23 -0.44 -0.42
H 2.8649 -0.1509 -3.1942 -0.26 0.07 0.33
H 1.5763 2.3140 -1.3880 0.21 0.21 0.09
H -0.0621 2.8604 -1.6368 -0.29 0.29 0.12
H 0.9388 2.4808 -3.0332 0.13 0.30 -0.49
H -2.0871 2.1904 -1.1465 -0.11 -0.49 -0.24
H -3.1597 0.7794 -1.3974 0.36 0.42 -0.12
H -2.5619 1.7096 -2.8045 0.25 -0.31 0.49
H -3.1567 -1.1135 -1.2324 0.10 -0.73 -0.03
H -2.1573 -2.4579 -0.5526 -0.22 0.40 -0.49
H -2.6908 -2.5176 -2.2778 0.19 0.38 0.33
H 1.5682 -3.0231 -1.1983 -0.21 0.02 0.06
H 0.5725 -3.4776 -2.5967 0.00 -0.25 0.01
H -0.1743 -3.3659 -0.9764 0.40 -0.16 -0.09
H -1.6918 1.1575 1.8104 0.48 -0.09 -1.20
O -1.0243 -2.1943 1.8612 -1.16 0.03 0.74
H -1.8004 -1.9267 2.4078 0.65 -0.38 -0.59
F 1.1811 3.1970 5.1520 -0.10 -0.72 0.37
C 0.7923 1.9460 5.4657 0.50 -0.97 -0.66
F 1.7910 1.3575 6.2279 -1.01 0.84 -0.44
F -0.3117 2.0503 6.2291 0.36 -0.08 0.00
C 0.5826 1.0409 4.1659 -0.01 -0.85 -0.59
O 1.1367 1.4343 3.1236 -0.53 0.81 2.45
O -0.0752 -0.0672 4.2439 0.54 2.08 1.43
```
Forces are in eV/Å.

=====

The following is a DFT calculation (ωB97M-V with the def2-TZVPD basis set) of 2 unconnected molecules or ions with the total composition C5H14N2O at a distorted geometry.

Computed properties:
Kohn-Sham gap = 9.2 eV
Structure (SMILES) = CCCC/N=C\N.O
Net charge = 0
Relative energy (zero: lowest compared OMol25 entry of this formula, charge and spin) = 51.5 kcal per mole
Electronic energy = -383.6186 Ha

```
22
Properties=species:S:1:pos:R:3:forces:R:3
C 0.8317 2.7584 0.2328 -1.95 -0.81 0.22
C 0.1442 1.7435 1.2285 1.77 0.78 -0.56
C 0.0379 0.3438 0.6350 0.05 0.25 -0.39
C -0.8635 0.3362 -0.6338 0.31 -0.14 -0.04
N -1.3037 -2.4094 -1.3015 -0.32 0.15 0.37
C -2.2376 -1.6405 -0.5953 0.86 0.07 -1.00
N -2.0683 -0.4115 -0.3764 -0.92 0.55 0.66
H 1.1418 3.6856 0.6716 -0.01 0.46 0.74
H 1.7504 2.2635 -0.0733 -0.21 0.07 -0.95
H 0.0390 3.0421 -0.4905 1.20 -0.31 -0.46
H 0.9470 1.7541 1.9686 -0.78 -0.40 1.01
H -0.8352 2.0940 1.5665 0.33 0.04 0.26
H -0.2255 -0.3953 1.3951 -0.79 0.18 -0.10
H 1.0014 -0.0485 0.3490 0.67 0.35 -0.22
H -0.2441 0.0092 -1.5014 -0.47 -0.12 0.28
H -1.1489 1.3790 -0.8889 0.00 -0.66 0.26
H -0.3717 -2.0416 -1.2064 0.15 -0.26 -0.14
H -1.3616 -3.4107 -1.3707 -0.18 0.07 0.28
H -3.1940 -2.0835 -0.3085 0.29 -0.21 -0.18
H 2.7663 -2.5648 -0.5287 0.08 0.11 0.53
H 2.8812 -2.2310 0.9961 0.40 -0.15 0.12
O 2.3133 -2.1729 0.2321 -0.47 -0.01 -0.71
```
Forces are in eV/Å.

=====

The following is a DFT calculation (ωB97M-V with the def2-TZVPD basis set) of a molecular structure, C35H18F15GeMoN6S2 at a distorted geometry.

Computed properties:
⟨S²⟩ = 2.098
Kohn-Sham gap (spin up / spin down) = 5.0 / 5.0 eV
Multiplicity = 3
Net charge = +3
Relative energy (zero: lowest compared OMol25 entry of this formula, charge and spin) = 10.5 kcal per mole
Electronic energy = -6111.6426 Ha

```
78
Properties=species:S:1:pos:R:3:forces:R:3
Mo -0.3796 -0.1737 0.2518 0.72 -0.31 1.66
C -1.8468 1.5455 -3.3615 0.12 -0.10 -0.21
C -1.6703 0.7119 -2.1500 1.13 -0.36 -0.26
N -0.5153 0.2111 -1.7333 -1.28 0.64 -1.66
N 0.5104 -0.0365 -2.6194 0.66 0.65 -0.82
C 1.1467 -1.2268 -2.4638 -0.08 -0.39 0.43
N 2.0219 -1.6486 -3.3547 -0.09 0.24 -0.11
S 0.7788 -2.1506 -1.0870 -0.28 0.01 0.23
C -2.7774 0.2640 -1.3407 -1.23 -0.19 0.51
C -4.1023 0.3024 -1.7924 1.07 0.18 -0.01
C -5.0815 -0.3728 -1.0856 0.13 -0.42 0.63
C -4.7149 -1.0343 0.0846 -0.28 0.26 -0.63
C -3.3874 -1.0213 0.4785 0.37 0.02 0.31
N -2.4171 -0.4070 -0.2067 -1.54 -0.07 -0.50
H -2.3705 1.0191 -4.1623 -0.01 -0.12 0.01
H -2.4606 2.4130 -3.1074 0.01 -0.01 0.09
H -0.8991 1.9128 -3.7505 -0.04 0.05 0.00
H 0.5014 0.4286 -3.5305 -0.06 -0.09 0.43
H 2.2299 -1.1579 -4.2139 -0.03 0.03 0.02
H 2.4958 -2.5321 -3.2123 -0.08 0.08 0.05
H -4.3483 0.8215 -2.7052 -0.01 0.10 -0.07
H -6.0963 -0.4012 -1.4546 -0.10 0.03 0.04
H -5.4424 -1.5797 0.6650 -0.03 -0.06 0.09
H -3.0866 -1.5422 1.3779 -0.01 0.04 0.02
N -0.0716 -1.6025 1.9323 -0.27 -0.60 -0.02
C 1.1090 -1.1865 2.6779 0.68 0.19 0.55
C 1.3669 -1.5900 3.9666 -0.18 0.12 -0.51
C 2.5788 -1.2321 4.5806 0.31 0.19 -0.06
C 3.5365 -0.5308 3.8961 -0.15 -0.17 0.01
C 3.2959 -0.0922 2.5750 -0.53 -0.06 -0.27
C 4.2248 0.6355 1.8010 -0.35 0.02 -0.22
C 3.8481 1.0826 0.5543 0.11 -0.03 0.30
C 2.5526 0.8339 0.0959 0.02 0.06 -0.17
N 1.6699 0.1036 0.7607 0.73 0.48 0.09
C 2.0350 -0.3804 1.9813 0.24 -0.32 0.62
H 0.1416 -2.5398 1.5558 -0.23 0.36 0.10
H -0.8347 -1.7529 2.6045 0.04 0.27 -0.32
H 0.6602 -2.1942 4.5195 -0.12 -0.06 -0.03
H 2.7621 -1.5402 5.5971 0.02 -0.07 0.10
H 4.4880 -0.3084 4.3543 0.08 0.04 0.07
H 5.2065 0.8446 2.2032 0.06 0.04 -0.02
H 4.5268 1.6545 -0.0569 0.03 0.08 -0.08
H 2.2174 1.2592 -0.8452 0.07 -0.04 0.03
F -4.2866 4.6989 3.4438 -0.29 0.35 0.27
C -3.2746 5.4661 3.0069 0.33 0.11 -0.22
C -2.2122 4.7822 2.4397 0.07 -0.64 -0.08
C -1.1268 5.5000 1.9746 -0.43 0.22 0.23
F -0.1039 4.8200 1.4465 0.29 0.25 -0.14
C -1.1029 6.8919 2.0612 -0.19 -0.38 0.07
F -0.0620 7.5661 1.6106 0.07 0.11 -0.05
C -2.1866 7.5674 2.6347 -0.05 -0.57 0.00
F -2.1767 8.8770 2.7106 0.03 -0.03 0.02
C -3.2846 6.8488 3.1305 0.26 -0.38 -0.20
F -4.2976 7.4669 3.6967 -0.10 0.15 0.02
Ge -2.4291 2.8235 2.4876 -0.81 0.29 0.43
S -0.7223 1.7826 1.3602 0.67 -0.39 -0.41
C -2.2336 2.0340 4.2944 0.01 0.10 -0.72
C -2.1642 0.6613 4.4167 0.06 0.24 0.20
F -2.1810 -0.0727 3.2626 -0.13 -0.32 0.38
C -2.0539 0.0247 5.6392 0.02 0.20 -0.29
F -1.9155 -1.2993 5.6756 -0.06 -0.08 0.15
C -2.0509 0.7950 6.8062 0.04 0.25 -0.41
F -1.9598 0.2070 7.9768 0.01 0.05 -0.05
C -2.1059 2.1917 6.7134 -0.04 -0.14 -0.30
F -2.0717 2.9277 7.8023 0.01 -0.02 0.04
C -2.1807 2.7903 5.4545 0.06 -0.18 -0.09
F -2.1848 4.1150 5.3315 -0.05 -0.06 0.48
C -4.1605 2.3793 1.6178 0.55 0.10 0.20
C -4.3442 2.7485 0.2999 0.00 -0.19 0.34
F -3.2401 3.1416 -0.3742 -0.24 0.11 -0.41
C -5.5782 2.6708 -0.3251 0.17 0.07 0.32
F -5.6935 2.9523 -1.6176 -0.11 0.06 -0.13
C -6.6837 2.2477 0.4175 0.47 0.01 0.18
F -7.8602 2.1606 -0.1629 -0.02 -0.03 0.02
C -6.5215 1.8616 1.7530 0.24 0.00 -0.09
F -7.5520 1.4135 2.4376 -0.13 -0.03 0.04
C -5.2544 1.9173 2.3291 0.14 -0.01 -0.36
F -5.0450 1.4988 3.5756 -0.50 0.02 0.10
```
Forces are in eV/Å.